The following is a DFT calculation (ωB97M-V/def2-TZVPD) of the molecule C5H12Si in a non-equilibrium geometry.

For the calculated total energy, the calculation gives -487.0966 hartree. The value obtained for the LUMO energy is 1.00 eV. For the orbital gap, the calculation gives 0.32531 hartree. The SMILES is CC[C@H]1C[Si@@H]1C. The strongest force on any atom comes out at 0.0669 hartree/bohr.

The geometry in ORCA input format:
```
! wB97M-V def2-TZVPD RIJCOSX def2/J DEFGRID3
* xyz 0 1
C -2.87 -0.26 0.07
C -1.70 0.41 -0.67
C -0.42 0.42 0.21
C 0.30 -0.96 0.41
Si 1.58 0.14 -0.43
C 3.30 0.46 0.27
H -2.50 -0.77 1.04
H -3.35 -0.91 -0.66
H -3.70 0.42 0.54
H -1.95 1.50 -0.63
H -1.59 -0.01 -1.67
H -0.31 1.05 1.08
H 0.46 -1.29 1.44
H -0.29 -1.60 -0.28
H 1.86 -0.13 -1.86
H 3.77 -0.43 0.33
H 3.85 1.04 -0.44
H 3.56 0.92 1.25
*
```

Per-atom Mulliken charges, elementary charge units: number 1, C, carries -0.89; number 2, C, carries -0.48; number 3, C, carries -0.38; number 4, C, carries -0.83; number 5, Si, carries 0.31; number 6, C, carries -1.10; number 7, H, carries 0.27; number 8, H, carries 0.24; number 9, H, carries 0.30; number 10, H, carries 0.23; number 11, H, carries 0.39; number 12, H, carries 0.37; number 13, H, carries 0.32; number 14, H, carries 0.32; number 15, H, carries -0.11; number 16, H, carries 0.39; number 17, H, carries 0.30; number 18, H, carries 0.36

---

The following is a DFT calculation (ωB97M-V/def2-TZVPD) of a structure of composition C26H23N4O3RhTe.

For the calculated total energy, the calculation gives -1827.3948 hartree. The value obtained for the LUMO energy (alpha / beta) is -8.56 / -8.56 eV. For the orbital gap (alpha / beta), the calculation gives 0.15124 / 0.15131 hartree. The strongest force on any atom comes out at 0.0179 hartree/bohr.

The geometry in ORCA input format:
```
! wB97M-V def2-TZVPD RIJCOSX def2/J DEFGRID3
* xyz 2 1
Rh -0.68 -0.14 -0.11
O 1.17 6.36 0.12
C 0.02 5.95 0.23
O -1.10 6.45 0.29
C 0.01 4.41 0.25
C -0.79 3.75 1.20
C -0.92 2.39 1.12
N -0.27 1.72 0.14
C 0.56 2.32 -0.75
C 0.73 3.68 -0.70
C 1.19 1.36 -1.68
C 2.18 1.72 -2.58
C 2.77 0.73 -3.35
C 2.36 -0.59 -3.21
C 1.36 -0.88 -2.30
N 0.78 0.07 -1.55
C -1.77 1.51 1.95
C -2.45 1.95 3.07
C -3.20 1.04 3.80
C -3.25 -0.29 3.40
C -2.55 -0.66 2.27
N -1.83 0.21 1.56
H -1.35 4.35 1.91
H 1.39 4.22 -1.36
H 2.50 2.74 -2.66
H 3.55 0.99 -4.06
H 2.80 -1.38 -3.79
H 0.99 -1.88 -2.17
H -2.39 2.98 3.38
H -3.74 1.36 4.68
H -3.81 -1.03 3.94
H -2.56 -1.68 1.90
C -3.42 2.12 -1.01
Te -2.50 0.36 -1.77
C -4.07 -0.72 -0.83
C -4.92 0.30 -0.12
C -6.02 -0.11 0.63
C -6.82 0.83 1.25
C -6.54 2.18 1.13
C -5.45 2.60 0.39
C -4.63 1.66 -0.23
H -3.65 2.75 -1.86
H -2.71 2.65 -0.38
H -3.63 -1.47 -0.17
H -4.60 -1.24 -1.63
H -6.25 -1.17 0.72
H -7.68 0.50 1.83
H -7.17 2.92 1.60
H -5.23 3.65 0.29
C -1.21 -4.54 -0.52
C -0.61 -3.26 -0.07
N 0.52 -3.30 0.63
O -1.17 -2.18 -0.37
H -0.72 -5.42 -0.09
H -1.14 -4.59 -1.61
H -2.27 -4.55 -0.26
H 0.94 -4.19 0.87
H 0.97 -2.47 0.98
*
```

Per-atom Mulliken charges, elementary charge units: number 1, Rh, carries 0.17; number 2, O, carries -0.64; number 3, C, carries 0.23; number 4, O, carries -0.63; number 5, C, carries 0.00; number 6, C, carries -0.48; number 7, C, carries -0.57; number 8, N, carries -0.30; number 9, C, carries 0.29; number 10, C, carries -0.85; number 11, C, carries 1.00; number 12, C, carries -0.74; number 13, C, carries -0.46; number 14, C, carries -0.97; number 15, C, carries -0.12; number 16, N, carries 0.36; number 17, C, carries 1.19; number 18, C, carries -0.46; number 19, C, carries -0.65; number 20, C, carries -1.00; number 21, C, carries -0.28; number 22, N, carries 0.36; number 23, H, carries 0.56; number 24, H, carries 0.55; number 25, H, carries 0.46; number 26, H, carries 0.48; number 27, H, carries 0.45; number 28, H, carries 0.48; number 29, H, carries 0.48; number 30, H, carries 0.50; number 31, H, carries 0.47; number 32, H, carries 0.59; number 33, C, carries -0.51; number 34, Te, carries 0.44; number 35, C, carries -0.93; number 36, C, carries 0.78; number 37, C, carries -0.91; number 38, C, carries -0.65; number 39, C, carries -0.66; number 40, C, carries -0.86; number 41, C, carries 0.39; number 42, H, carries 0.76; number 43, H, carries 0.05; number 44, H, carries 0.27; number 45, H, carries 0.76; number 46, H, carries 0.51; number 47, H, carries 0.47; number 48, H, carries 0.46; number 49, H, carries 0.56; number 50, C, carries -1.25; number 51, C, carries 0.82; number 52, N, carries -0.28; number 53, O, carries -0.15; number 54, H, carries 0.45; number 55, H, carries 0.30; number 56, H, carries 0.30; number 57, H, carries 0.24; number 58, H, carries 0.15

---

The following is a DFT calculation (ωB97M-V/def2-TZVPD) of a structure of composition C11H26ClGaINOP2 in a non-equilibrium geometry.

For the calculated total energy, the calculation gives -3929.3307 hartree. The value obtained for the LUMO energy (alpha / beta) is -9.64 / -9.93 eV. For the orbital gap (alpha / beta), the calculation gives 0.19504 / 0.18233 hartree. The strongest force on any atom comes out at 0.1344 hartree/bohr.

The geometry in ORCA input format:
```
! wB97M-V def2-TZVPD RIJCOSX def2/J DEFGRID3
* xyz 2 1
C 2.29 -0.81 1.06
C 0.95 -0.44 1.60
H 2.92 -1.39 1.80
H 2.85 0.13 0.81
H 2.17 -1.41 0.14
O 0.42 -0.64 2.63
I -1.06 0.84 -0.63
Ga 3.46 0.89 -2.79
P 0.49 -1.71 -1.53
C -0.88 -2.68 -0.80
C 0.03 -2.02 -3.28
H -0.21 -3.10 -3.40
H 1.21 -4.00 -2.08
H 0.91 -1.75 -3.90
H 2.61 -2.96 -1.82
H -1.84 -2.29 -1.14
H -0.83 -1.43 -3.59
C 1.62 -3.21 -1.45
H -0.75 -3.71 -1.11
H 1.69 -3.57 -0.43
H -0.85 -2.62 0.29
P 1.28 2.03 0.23
C 0.13 2.43 1.61
C 2.79 2.56 1.26
H 2.04 3.70 -1.32
H 1.34 4.45 0.18
H 0.25 3.84 -1.11
C 1.20 3.67 -0.60
H 3.69 2.41 0.67
H 2.68 3.61 1.48
H 0.62 3.15 2.25
H -0.09 1.53 2.20
H 2.83 1.99 2.19
H -0.81 2.82 1.21
Cl 3.96 1.58 -4.73
C -5.17 -0.46 1.11
C -4.21 0.27 2.07
C -2.88 -0.16 1.70
N -1.94 -0.84 1.51
H -4.97 -0.22 0.05
H -6.21 -0.21 1.32
H -5.06 -1.55 1.18
H -4.36 1.36 2.09
H -4.35 -0.08 3.10
*
```

Per-atom Mulliken charges, elementary charge units: number 1, C, carries -0.05; number 2, C, carries 0.73; number 3, H, carries 0.39; number 4, H, carries 0.02; number 5, H, carries -0.27; number 6, O, carries -0.10; number 7, I, carries 0.12; number 8, Ga, carries 0.49; number 9, P, carries 0.40; number 10, C, carries -1.25; number 11, C, carries -1.05; number 12, H, carries 0.42; number 13, H, carries 0.52; number 14, H, carries 0.37; number 15, H, carries 0.41; number 16, H, carries 0.43; number 17, H, carries 0.36; number 18, C, carries -1.53; number 19, H, carries 0.52; number 20, H, carries 0.49; number 21, H, carries 0.33; number 22, P, carries 0.33; number 23, C, carries -1.40; number 24, C, carries -1.56; number 25, H, carries 0.36; number 26, H, carries 0.41; number 27, H, carries 0.40; number 28, C, carries -0.95; number 29, H, carries 0.39; number 30, H, carries 0.54; number 31, H, carries 0.54; number 32, H, carries 0.27; number 33, H, carries 0.52; number 34, H, carries 0.54; number 35, Cl, carries -0.22; number 36, C, carries -1.07; number 37, C, carries -0.31; number 38, C, carries 0.34; number 39, N, carries -0.42; number 40, H, carries 0.29; number 41, H, carries 0.36; number 42, H, carries 0.33; number 43, H, carries 0.28; number 44, H, carries 0.27